DFT (ωB97M-V with the def2-TZVPD basis set) results for a 2-piece molecular cluster, C5H9NO overall.

Properties
HOMO-LUMO gap (alpha / beta) (Ha): 0.230 / 0.344
DFT total energy (hartree): -325.6858
Spin multiplicity: 3
⟨S²⟩: 2.011
Total charge: 0

Positions of all 16 atoms, in Å:
1 C -2.2429 -1.3029 -0.4031
2 C -1.0712 0.4324 -0.0253
3 C 0.9837 -1.0822 0.3024
4 C 1.2081 1.3759 -0.1016
5 C 0.3328 0.1854 -0.4610
6 N -1.5327 1.2767 0.7395
7 O -2.7031 -1.8940 0.4996
8 H -2.2219 -1.5369 -1.4867
9 H 2.0390 -1.1490 -0.0091
10 H 0.5018 -2.0435 -0.0608
11 H 0.9352 -1.0174 1.3821
12 H 0.5444 2.3006 -0.2739
13 H 2.2035 1.4340 -0.6923
14 H 1.4426 1.3478 0.8934
15 H 0.4349 -0.1634 -1.5326
16 H -0.8542 1.8366 1.2291